No. 1
This record from the OMol25 dataset describes a 5-piece molecular cluster, C18H48BN6O6P2 overall at a distorted geometry. The level of theory is ωB97M-V with the def2-TZVPD basis set.

Calculated values
Spin multiplicity   1
Highest occupied orbital energy   -4.03 eV
Kohn-Sham gap   6.18 eV
E   -2202.36314 a.u.
Net charge   -1

Last column: Löwdin charge in e.
Positions of all 81 atoms, in Å:
C -4.622 -3.300 0.178  -0.10
C -4.166 -2.516 -1.077  -0.25
C -3.667 -1.127 -0.696  -0.30
N -2.280 -1.164 -0.236  -0.10
B -1.920 -0.289 1.008  -0.84
P -1.373 -1.490 2.472  0.92
C -2.179 -0.821 4.014  -0.34
C 0.440 -1.332 2.919  -0.47
C 1.088 -2.720 2.869  -0.20
P -0.557 0.983 0.467  0.51
N 0.189 1.828 1.560  -0.19
O -1.172 2.023 -0.636  -0.22
O 0.520 0.180 -0.495  -0.24
H -4.041 -4.207 0.303  0.06
H -4.452 -2.698 1.060  0.06
H -5.671 -3.564 0.100  0.05
H -4.957 -2.442 -1.817  0.07
H -3.359 -3.054 -1.555  0.09
H -3.726 -0.491 -1.584  0.09
H -4.330 -0.700 0.056  0.09
H -2.011 -2.125 -0.077  0.04
H -2.856 0.378 1.392  0.05
H -2.256 0.261 4.022  0.02
H -3.159 -1.267 4.114  0.01
H -1.593 -1.145 4.868  0.01
H 0.531 -0.957 3.930  0.06
H 0.997 -0.680 2.260  0.02
H 0.993 -3.123 1.867  0.05
H 0.600 -3.389 3.568  0.05
H 2.142 -2.647 3.133  0.05
H -0.197 1.563 2.461  -0.03
H -1.353 1.521 -1.450  0.05
H 0.368 -0.763 -0.288  0.05
C -5.263 -5.097 -5.722  -0.02
C -5.009 -3.930 -4.793  -0.55
O -3.937 -3.758 -4.246  0.05
N -6.040 -3.064 -4.581  0.01
C -7.378 -3.104 -5.134  -0.08
H -4.354 -5.687 -5.782  0.08
H -6.068 -5.728 -5.342  0.08
H -5.524 -4.747 -6.721  0.08
H -5.805 -2.312 -3.952  0.13
H -7.578 -2.195 -5.706  0.08
H -8.115 -3.174 -4.331  0.08
H -7.498 -3.959 -5.789  0.07
C 3.585 0.970 0.899  -0.01
C 4.113 0.496 2.230  -0.55
O 3.376 0.148 3.136  0.03
N 5.468 0.465 2.399  0.00
C 6.504 0.831 1.451  -0.08
H 2.499 0.942 0.918  0.03
H 3.902 1.998 0.710  0.08
H 3.941 0.323 0.094  0.08
H 5.749 0.140 3.310  0.13
H 7.149 -0.029 1.255  0.08
H 7.117 1.636 1.861  0.08
H 6.076 1.165 0.512  0.06
C 2.424 3.790 3.227  -0.02
C 2.664 5.059 3.998  -0.55
O 3.744 5.359 4.488  0.01
N 1.593 5.890 4.133  0.00
C 0.249 5.695 3.616  -0.08
H 3.342 3.210 3.187  0.07
H 1.657 3.184 3.705  0.08
H 2.103 4.009 2.209  0.08
H 1.792 6.726 4.657  0.13
H -0.016 6.510 2.940  0.08
H -0.471 5.679 4.437  0.08
H 0.177 4.758 3.073  0.07
C 5.183 0.243 -3.733  -0.01
C 5.367 1.505 -2.922  -0.56
O 6.443 1.804 -2.424  0.01
N 4.283 2.301 -2.758  0.01
C 2.931 2.105 -3.255  -0.06
H 6.132 -0.281 -3.769  0.08
H 4.437 -0.405 -3.272  0.08
H 4.870 0.480 -4.750  0.08
H 4.470 3.120 -2.201  0.14
H 2.643 2.942 -3.894  0.08
H 2.230 2.048 -2.421  0.08
H 2.862 1.188 -3.828  0.07

No. 2
This record from the OMol25 dataset describes C18H48CdN4O7 as an isolated structure at a distorted geometry. The level of theory is ωB97M-V with the def2-TZVPD basis set.

Calculated values
Spin multiplicity   1
Highest occupied orbital energy   -7.85 eV
Relative energy (zero: lowest compared OMol25 entry of this formula, charge and spin)   980.9 kJ/mol
Kohn-Sham gap   3.35 eV
E   -1627.63206 a.u.

Last column: Löwdin charge in e.
Positions of all 78 atoms, in Å:
Cd 0.719 0.229 1.560  1.20
C 6.178 -1.425 3.358  -0.01
C 4.768 -1.037 2.857  -0.80
O 4.541 -0.721 1.689  -0.07
O 3.809 -1.043 3.632  -0.06
H 6.157 -1.712 4.409  0.07
H 6.773 -0.512 3.378  0.07
H 6.650 -2.179 2.728  0.07
O -0.624 1.064 -1.489  -0.43
H -0.921 0.762 -2.369  -0.09
C -7.618 0.737 0.590  -0.04
C -6.317 0.399 -0.316  -0.40
C -6.824 0.192 -1.738  -0.24
O -7.406 -1.109 -1.741  -0.17
C -8.307 -1.260 -2.834  -0.12
N -5.425 1.545 -0.334  0.02
H -8.336 -0.065 0.414  0.06
H -8.169 1.632 0.301  0.07
H -7.433 0.670 1.663  0.06
H -5.809 -0.494 0.048  0.13
H -5.963 0.190 -2.405  0.13
H -7.446 1.075 -1.886  0.13
H -9.192 -0.624 -2.875  0.08
H -8.830 -2.212 -2.735  0.08
H -7.800 -1.263 -3.799  0.09
H -4.502 1.336 -0.687  0.07
H -5.698 2.058 -1.160  0.06
C 1.268 -1.843 -6.177  -0.06
C 2.677 -1.805 -5.642  -0.50
C 3.811 -1.823 -6.608  -0.17
O 3.890 -3.214 -7.075  -0.19
C 5.046 -3.449 -7.876  -0.12
N 2.735 -0.647 -4.817  0.02
H 1.278 -0.915 -6.749  0.08
H 0.540 -1.828 -5.366  0.08
H 0.983 -2.575 -6.934  0.08
H 2.812 -2.610 -4.920  0.14
H 4.680 -1.580 -5.996  0.12
H 3.801 -1.066 -7.392  0.13
H 5.040 -2.823 -8.769  0.08
H 5.050 -4.426 -8.360  0.08
H 5.940 -3.450 -7.253  0.09
H 3.506 -0.614 -4.166  0.08
H 1.888 -0.507 -4.285  0.07
C 2.976 5.366 1.189  -0.07
C 3.305 4.858 2.577  -0.43
C 3.874 5.870 3.622  -0.13
O 4.214 5.216 4.896  -0.20
C 5.333 4.438 4.952  -0.16
N 2.096 4.135 3.081  0.04
H 2.497 4.696 0.475  0.08
H 3.891 5.634 0.660  0.08
H 2.340 6.246 1.284  0.08
H 4.159 4.191 2.466  0.13
H 3.086 6.570 3.898  0.12
H 4.767 6.380 3.261  0.12
H 5.720 4.317 5.964  0.09
H 6.171 4.846 4.388  0.09
H 5.137 3.396 4.697  0.09
H 2.299 4.147 4.070  0.05
H 1.378 4.843 3.143  0.06
C -3.243 -2.274 4.959  -0.05
C -1.948 -2.228 4.050  -0.38
C -1.927 -3.292 2.951  -0.20
O -0.893 -3.040 1.976  -0.23
C -0.969 -4.040 0.980  -0.12
N -1.872 -0.846 3.458  0.01
H -3.189 -1.541 5.764  0.07
H -3.484 -3.269 5.333  0.08
H -4.056 -2.005 4.285  0.07
H -1.066 -2.246 4.690  0.13
H -2.860 -3.308 2.388  0.13
H -1.788 -4.229 3.490  0.13
H -0.852 -5.056 1.355  0.09
H -0.328 -3.800 0.132  0.09
H -1.971 -4.135 0.561  0.08
H -2.711 -0.700 2.914  0.06
H -2.007 -0.198 4.220  0.06

No. 3
This record from the OMol25 dataset describes a 4-piece molecular cluster, C18H48ClN3O6 overall at a distorted geometry. The level of theory is ωB97M-V with the def2-TZVPD basis set.

Calculated values
Spin multiplicity   1
Highest occupied orbital energy   -12.87 eV
Relative energy (zero: lowest compared OMol25 entry of this formula, charge and spin)   156.4 kJ/mol
Kohn-Sham gap   7.99 eV
E   -1789.80869 a.u.
Net charge   +2

Last column: Löwdin charge in e.
Positions of all 76 atoms, in Å:
C 4.727 14.502 10.108  -0.09
O 5.589 14.888 9.075  -0.20
C 6.125 16.209 9.122  -0.21
C 6.670 16.621 7.780  -0.04
N 7.868 15.672 7.285  0.07
H 8.100 15.892 6.327  0.15
H 8.730 15.947 7.735  -0.02
C 7.639 14.122 7.335  -0.06
C 8.671 13.363 6.438  -0.16
O 9.962 13.531 7.069  -0.23
C 11.103 13.041 6.324  -0.07
H 4.240 13.656 9.623  0.10
H 3.982 15.232 10.426  0.10
H 5.143 14.099 11.031  0.07
H 6.895 16.368 9.877  0.11
H 5.324 16.931 9.279  0.13
H 7.156 17.595 7.722  0.11
H 5.992 16.450 6.945  0.14
H 6.623 13.964 6.972  0.13
H 7.820 13.798 8.360  0.11
H 8.803 13.760 5.431  0.13
H 8.407 12.312 6.556  0.13
H 11.290 11.973 6.214  0.09
H 11.947 13.454 6.876  0.09
H 11.238 13.525 5.357  0.09
C 8.503 9.221 14.546  -0.08
O 9.657 9.942 14.103  -0.19
C 10.157 10.845 15.063  -0.18
C 9.375 12.234 15.123  -0.03
N 9.339 12.906 13.748  0.05
H 9.388 13.899 13.925  0.17
H 10.186 12.772 13.214  0.16
C 8.179 12.559 12.850  -0.06
C 8.285 13.262 11.475  -0.18
O 9.630 13.229 11.051  -0.20
C 10.255 14.311 10.410  -0.10
H 7.680 9.901 14.763  0.08
H 8.632 8.498 15.352  0.10
H 8.269 8.501 13.761  0.10
H 11.193 10.909 14.730  0.13
H 10.290 10.453 16.071  0.13
H 9.932 12.981 15.688  0.13
H 8.350 12.190 15.492  0.13
H 7.328 12.807 13.484  0.14
H 8.313 11.484 12.727  0.13
H 7.901 14.276 11.588  0.12
H 7.776 12.744 10.662  0.13
H 10.852 14.919 11.090  0.09
H 9.505 14.882 9.862  0.03
H 10.975 13.985 9.659  0.09
C 5.455 20.004 12.936  -0.08
O 6.827 20.257 12.664  -0.19
C 7.530 19.070 12.270  -0.19
C 8.597 19.536 11.344  -0.09
N 8.184 20.725 10.417  0.08
H 7.371 20.279 10.016  0.16
H 7.881 21.496 10.995  0.16
C 9.138 21.286 9.392  -0.09
C 8.463 22.217 8.468  -0.20
O 7.863 23.421 8.979  -0.18
C 8.634 24.623 8.843  -0.08
H 4.932 20.959 12.997  0.10
H 5.286 19.479 13.876  0.10
H 5.017 19.451 12.106  0.08
H 6.878 18.355 11.770  0.11
H 8.028 18.688 13.162  0.14
H 8.778 18.732 10.630  0.06
H 9.581 19.775 11.747  0.14
H 9.623 20.471 8.856  0.11
H 9.796 21.796 10.095  0.15
H 7.591 21.718 8.047  0.13
H 9.107 22.449 7.619  0.14
H 9.144 24.613 7.880  0.09
H 9.431 24.763 9.573  0.09
H 7.980 25.493 8.895  0.10
Cl 10.371 17.440 8.588  -0.40